The following is a DFT calculation (wB97M-V/def2-TZVPD) of a structure of composition C2H4I2O2.

Cartesian coordinates (Å):
1 C -0.4768 -0.8099 -0.2440
2 C 0.4018 0.5491 -0.1162
3 O -1.5858 -0.8519 0.5072
4 O 1.6206 0.2296 -0.5776
5 I 0.3177 0.9934 2.0210
6 I -0.4973 2.1341 -1.2468
7 H 0.1506 -1.6076 -0.0033
8 H -0.8845 -0.8887 -1.2521
9 H -1.2115 -0.7654 1.3902
10 H 2.1652 1.0171 -0.4784

The largest force on an atom comes out at 3.2 eV Å⁻¹. Its lowest unoccupied orbital energy is -0.3 eV. The gap between HOMO and LUMO comes out at 9.2 eV. As for the relative energy (zero: lowest compared OMol25 entry of this formula, charge and spin): 0.0 kJ/mol. As for the spin multiplicity: 1.

The following is a DFT calculation (wB97M-V/def2-TZVPD) of a cluster of 2 separate species, C2H4IN in total.

Cartesian coordinates (Å):
1 C 1.0757 1.2513 0.0198
2 C -1.0390 -1.5062 -0.0574
3 N 1.6904 0.2667 -0.3097
4 I -2.0813 0.2481 0.0324
5 H 1.7588 2.0024 0.5422
6 H 0.0299 1.4617 -0.0545
7 H -0.2897 -1.4071 -0.8049
8 H -1.1447 -2.3168 0.6321

The largest force on an atom comes out at 3.3 eV Å⁻¹. Its lowest unoccupied orbital energy (spin up / spin down) is -0.2 / -0.4 eV. The gap between HOMO and LUMO (spin up / spin down) comes out at 8.3 / 8.8 eV. As for the relative energy (zero: lowest compared OMol25 entry of this formula, charge and spin): 389.2 kJ/mol. As for the spin multiplicity: 1.

Number 1: total energy -824.43783 Eh. Number 2: total energy -430.88492 Eh.